--- one ---
{"formula": "C5H11N", "method": "ωB97M-V/def2-TZVPD", "orbital_gap_ev": 6.381, "homo_energy_ev": -6.77, "lumo_ev": -0.389, "elements": ["C", "C", "C", "C", "N", "C", "H", "H", "H", "H", "H", "H", "H", "H", "H", "H", "H"], "coordinates": [[-0.34, -1.28, -1.07], [-1.21, -0.68, 0.02], [-0.38, 0.45, 0.47], [0.95, 0.22, 1.11], [1.94, -0.13, 0.03], [-0.57, 1.77, -0.14], [-0.24, -2.36, -1.04], [1.13, -0.77, -0.70], [-0.73, -0.93, -2.03], [-1.36, -1.44, 0.78], [-2.23, -0.36, -0.23], [0.89, -0.62, 1.80], [1.22, 1.15, 1.62], [2.62, -0.74, 0.46], [-1.60, 1.98, -0.41], [-0.02, 2.59, 0.29], [-0.07, 1.16, -0.96]], "nbo_charge": [-0.7339, -0.5220, 0.4211, -0.3442, -0.9038, -0.6877, 0.2134, 0.3668, 0.1957, 0.2392, 0.1944, 0.1991, 0.1999, 0.3414, 0.2314, 0.2466, 0.3426]}

--- two ---
{"formula": "C5H11N", "method": "ωB97M-V/def2-TZVPD", "orbital_gap_ev": 5.737, "homo_energy_ev": -6.33, "lumo_ev": -0.589, "elements": ["C", "N", "C", "C", "C", "C", "H", "H", "H", "H", "H", "H", "H", "H", "H", "H", "H"], "coordinates": [[-0.23, 1.39, -1.61], [-0.59, 1.58, -0.20], [-0.39, 0.25, 0.55], [-0.63, -0.96, -0.17], [0.31, -2.01, -0.04], [0.58, 0.40, 1.55], [0.82, 1.02, -1.58], [-0.82, 0.52, -1.85], [-0.23, 2.27, -2.25], [0.07, 2.22, 0.30], [-1.60, -1.29, -0.35], [0.09, -3.00, -0.52], [1.42, -1.84, -0.10], [-0.15, -1.87, 0.90], [0.60, 1.03, 2.45], [1.65, 0.11, 1.41], [-0.90, 0.19, 1.50]], "nbo_charge": [-0.4050, -0.5806, -0.2372, -0.0775, -0.6240, -0.7272, 0.1555, 0.1972, 0.2056, 0.3728, 0.2104, 0.2334, 0.2443, 0.2967, 0.2171, 0.1838, 0.3348]}

--- three ---
{"formula": "C5H11N", "method": "ωB97M-V/def2-TZVPD", "orbital_gap_ev": 10.404, "homo_energy_ev": -9.14, "lumo_ev": 1.269, "smiles": "CC(C)N1CC1", "elements": ["C", "C", "C", "N", "C", "C", "H", "H", "H", "H", "H", "H", "H", "H", "H", "H", "H"], "coordinates": [[-1.62, -0.84, 0.56], [-0.55, 0.17, 0.15], [-0.98, 0.94, -1.10], [0.68, -0.53, -0.16], [1.88, 0.26, -0.34], [1.73, -0.61, 0.85], [-1.68, -1.62, -0.21], [-1.37, -1.33, 1.51], [-2.59, -0.35, 0.65], [-0.40, 0.90, 0.98], [-1.08, 0.24, -1.93], [-0.24, 1.69, -1.37], [-1.94, 1.44, -0.95], [1.80, 1.34, -0.16], [2.50, -0.03, -1.18], [2.27, -1.55, 0.90], [1.59, -0.11, 1.81]], "nbo_charge": [-0.6081, -0.0492, -0.6115, -0.4083, -0.2627, -0.2587, 0.2150, 0.2098, 0.2067, 0.1610, 0.2127, 0.2073, 0.2092, 0.1853, 0.2025, 0.2012, 0.1877]}

--- four ---
{"formula": "C5H11N", "method": "ωB97M-V/def2-TZVPD", "orbital_gap_ev": 9.918, "homo_energy_ev": -8.81, "lumo_ev": 1.109, "smiles": "C=C[C@H](C)NC", "elements": ["C", "C", "C", "C", "N", "C", "H", "H", "H", "H", "H", "H", "H", "H", "H", "H", "H"], "coordinates": [[0.70, -2.07, -1.33], [-0.10, -1.63, -0.26], [0.04, -0.20, 0.30], [-1.14, 0.08, 1.18], [0.29, 0.74, -0.73], [0.66, 1.96, -0.20], [1.50, -1.45, -1.89], [0.63, -3.17, -1.55], [-0.94, -2.27, 0.35], [0.92, -0.22, 1.04], [-1.24, -0.72, 1.92], [-1.06, 1.03, 1.68], [-2.16, 0.24, 0.59], [-0.60, 0.81, -1.28], [-0.23, 2.61, 0.22], [1.42, 2.61, -0.84], [1.30, 1.66, 0.78]], "nbo_charge": [-0.4121, -0.1877, -0.1133, -0.6242, -0.6387, -0.4055, 0.2291, 0.2029, 0.2104, 0.1991, 0.2160, 0.2127, 0.1953, 0.3612, 0.1673, 0.2021, 0.1854]}

Structures ranked by computed energy, the most stable listed first: three, four, one, two.

--- one ---
{"formula": "C5H11N", "method": "ωB97M-V/def2-TZVPD", "orbital_gap_ev": 10.821, "homo_energy_ev": -9.73, "lumo_ev": 1.086, "smiles": "C=CCC.C=N", "elements": ["C", "C", "C", "C", "H", "H", "H", "H", "H", "H", "H", "H", "C", "N", "H", "H", "H"], "coordinates": [[0.92, 2.15, -0.23], [-0.25, 1.54, -0.43], [-0.71, 0.29, 0.25], [-2.03, 0.55, 1.02], [1.13, 3.16, -0.52], [1.69, 1.67, 0.38], [-0.92, 1.96, -1.17], [-0.86, -0.54, -0.45], [0.03, -0.09, 0.96], [-2.53, 1.39, 0.54], [-2.69, -0.31, 0.98], [-1.83, 0.78, 2.06], [1.82, -2.63, -0.98], [1.41, -2.75, 0.21], [2.59, -3.30, -1.35], [1.54, -1.81, -1.64], [0.68, -2.06, 0.39]], "nbo_charge": [-0.3977, -0.1705, -0.4486, -0.5969, 0.2016, 0.1881, 0.1932, 0.2024, 0.2014, 0.2060, 0.2103, 0.2114, -0.0471, -0.5864, 0.1591, 0.1455, 0.3283]}

--- two ---
{"formula": "C5H11N", "method": "ωB97M-V/def2-TZVPD", "orbital_gap_ev": 10.329, "homo_energy_ev": -9.14, "lumo_ev": 1.186, "smiles": "C[C@H]1CC[C@@H]1N", "elements": ["C", "C", "C", "C", "C", "N", "H", "H", "H", "H", "H", "H", "H", "H", "H", "H", "H"], "coordinates": [[1.28, 1.22, 0.77], [0.76, 0.10, -0.13], [0.49, -1.21, 0.61], [-0.92, -1.28, 0.02], [-0.68, 0.24, -0.35], [-1.09, 0.92, -1.51], [0.95, 2.28, 0.44], [0.85, 1.02, 1.91], [2.46, 1.27, 0.73], [1.19, -0.16, -1.07], [1.24, -1.97, 0.26], [0.49, -1.21, 1.69], [-1.83, -1.49, 0.74], [-0.88, -1.87, -0.88], [-1.16, 0.87, 0.49], [-1.04, 0.10, -2.32], [-2.10, 1.17, -1.38]], "nbo_charge": [-0.6056, -0.2756, -0.3931, -0.4310, -0.0171, -0.8060, 0.2202, 0.2089, 0.2121, 0.2086, 0.2004, 0.2066, 0.2083, 0.1951, 0.1725, 0.3353, 0.3604]}

--- three ---
{"formula": "C5H11N", "method": "ωB97M-V/def2-TZVPD", "orbital_gap_ev": 10.572, "homo_energy_ev": -9.39, "lumo_ev": 1.187, "smiles": "C=CCCCN", "elements": ["C", "C", "C", "C", "C", "N", "H", "H", "H", "H", "H", "H", "H", "H", "H", "H", "H"], "coordinates": [[-1.60, 1.61, -0.92], [-1.14, 1.58, 0.34], [-0.11, 0.60, 0.97], [1.01, 0.07, 0.11], [0.72, -1.12, -0.70], [0.30, -2.19, 0.31], [-2.20, 2.45, -1.39], [-1.60, 0.62, -1.50], [-1.30, 2.38, 1.05], [0.43, 1.17, 1.72], [-0.67, -0.18, 1.41], [1.84, -0.28, 0.82], [1.45, 0.88, -0.55], [1.61, -1.28, -1.26], [-0.15, -1.05, -1.34], [0.46, -3.12, -0.16], [0.95, -2.14, 1.09]], "nbo_charge": [-0.4301, -0.1568, -0.4566, -0.3893, -0.2271, -0.8414, 0.2093, 0.1917, 0.1905, 0.2069, 0.2357, 0.1894, 0.2142, 0.1760, 0.1884, 0.3564, 0.3427]}

Structures ranked by computed energy, the most stable listed first: three, one, two.

--- one ---
{"formula": "C5H11N", "method": "ωB97M-V/def2-TZVPD", "orbital_gap_ev": 8.369, "homo_energy_ev": -7.24, "lumo_ev": 1.129, "smiles": "CCC/C=C/N", "elements": ["C", "C", "C", "C", "C", "N", "H", "H", "H", "H", "H", "H", "H", "H", "H", "H", "H"], "coordinates": [[-2.21, -0.10, -0.58], [-1.47, 1.06, 0.19], [-0.31, 0.32, 1.09], [0.81, -0.39, 0.38], [2.07, -0.08, -0.14], [2.97, -1.00, -0.62], [-3.29, 0.06, -0.86], [-2.29, -0.93, 0.12], [-1.80, -0.36, -1.55], [-1.43, 1.92, -0.43], [-1.95, 1.46, 1.00], [0.18, 1.10, 1.76], [-0.83, -0.21, 1.83], [0.35, -1.13, -0.29], [2.41, 0.93, -0.45], [3.88, -0.60, -0.99], [2.92, -2.04, -0.47]], "nbo_charge": [-0.6276, -0.4034, -0.4009, -0.3976, 0.0577, -0.8166, 0.2048, 0.2020, 0.2087, 0.2059, 0.1947, 0.1955, 0.2077, 0.1903, 0.1821, 0.3934, 0.4032]}

--- two ---
{"formula": "C5H11N", "method": "ωB97M-V/def2-TZVPD", "orbital_gap_ev": 7.871, "homo_energy_ev": -7.06, "lumo_ev": 0.808, "elements": ["C", "C", "C", "C", "N", "C", "H", "H", "H", "H", "H", "H", "H", "H", "H", "H", "H"], "coordinates": [[-1.69, -0.99, -1.59], [-0.28, -0.48, -1.39], [0.10, -0.13, 0.44], [1.19, -0.89, 1.11], [1.32, 0.53, 0.58], [1.23, 1.64, 1.52], [-1.79, -2.03, -1.26], [-2.42, -0.38, -1.05], [-1.95, -0.94, -2.66], [0.50, -1.05, -1.92], [-0.12, 0.57, -1.62], [-0.89, 0.22, 0.73], [0.22, -1.04, -0.38], [0.90, -0.87, 2.18], [0.87, 2.55, 1.01], [2.23, 1.84, 1.90], [0.57, 1.43, 2.38]], "nbo_charge": [-0.6297, -0.4860, -0.1176, -0.4381, -0.4479, -0.4227, 0.2231, 0.2151, 0.2324, 0.2566, 0.2588, 0.2236, 0.4213, 0.1437, 0.1919, 0.2105, 0.1650]}

Structures ranked by computed energy, the most stable listed first: one, two.

--- one ---
{"formula": "C3H4N3", "method": "ωB97M-V/def2-TZVPD", "orbital_gap_ev": 9.755, "total_charge": 1, "homo_energy_ev": -14.99, "lumo_ev": -5.230, "smiles": "N#[N+]/C=C1\\CN1", "elements": ["N", "N", "C", "C", "C", "N", "H", "H", "H", "H"], "coordinates": [[3.53, -0.58, -0.04], [2.68, 0.14, 0.01], [1.66, 0.97, 0.06], [0.42, 0.39, 0.07], [-0.24, -0.95, 0.08], [-0.86, 0.41, 0.03], [1.70, 1.97, 0.16], [-0.52, -1.40, 0.92], [-0.33, -1.63, -0.88], [-1.62, 0.86, -0.49]], "nbo_charge": [0.2713, 0.1372, -0.2964, 0.3660, -0.2295, -0.4592, 0.2837, 0.2213, 0.2407, 0.4650]}

--- two ---
{"formula": "C3H4N3", "method": "ωB97M-V/def2-TZVPD", "orbital_gap_ev": 8.997, "total_charge": 1, "homo_energy_ev": -17.19, "lumo_ev": -8.197, "elements": ["C", "C", "C", "N", "N", "N", "H", "H", "H", "H"], "coordinates": [[1.06, -0.91, 1.36], [-0.33, -0.16, 0.27], [-0.40, 0.99, -0.66], [1.46, -1.67, 0.39], [0.58, -1.29, -0.39], [0.19, 0.01, 1.59], [-1.33, -0.67, 0.27], [0.58, 1.18, -1.24], [-0.74, 1.80, -0.18], [-1.08, 0.72, -1.42]], "nbo_charge": [0.7353, 0.0176, -0.6140, -0.1248, 0.1275, -0.2447, 0.3127, 0.2618, 0.2599, 0.2686]}

Structures ranked by computed energy, the most stable listed first: one, two.